(1)
C21H24N3S | wB97M-V/def2-TZVPD

Each line ends with the Löwdin charge.
Element x y z (Å)
C  -2.30363  -3.18819  2.45223  -0.143
C  -3.35456  -2.25709  1.84633  -0.154
C  -2.58117  -1.11910  1.14381  -0.121
N  -1.15224  -1.59242  1.03279  -0.083
C  -0.09316  -0.70373  0.86643  -0.265
C  1.23796  -1.28696  1.25113  -0.189
C  1.38266  -2.63476  0.93453  -0.105
C  2.51915  -3.35056  1.26960  -0.051
C  3.49775  -2.69666  2.04931  -0.064
C  3.39556  -1.32064  2.35575  -0.062
C  2.25452  -0.61226  1.94915  -0.027
C  -0.94549  -2.79568  1.85288  -0.181
H  -2.22579  -2.97523  3.52033  0.111
H  -2.55142  -4.24831  2.30238  0.119
H  -4.06607  -2.70971  1.13197  0.115
H  -3.94312  -1.78646  2.66507  0.117
H  -2.94831  -0.80996  0.14192  0.110
H  -2.57310  -0.19614  1.74571  0.114
H  -0.32094  0.37059  1.39076  0.123
H  0.56251  -3.20923  0.44130  0.104
H  2.57548  -4.42119  1.00743  0.121
H  4.30418  -3.31169  2.47521  0.111
H  4.14908  -0.85796  2.99692  0.109
H  2.16193  0.45706  2.21442  0.094
H  -0.19648  -2.64045  2.66728  0.144
H  -0.60060  -3.67808  1.27986  0.103
C  0.14367  5.35576  -2.79695  -0.040
C  -0.01557  3.97147  -2.90906  -0.002
C  0.07919  3.20240  -1.75193  -0.252
C  0.38758  3.71425  -0.50279  -0.396
C  0.51552  5.12048  -0.34533  -0.045
C  0.38710  5.92823  -1.51494  -0.053
S  0.58093  2.35799  0.64802  1.168
C  0.24123  1.18676  -0.60058  -0.434
N  0.22113  -0.14928  -0.53090  0.009
C  -0.32740  -0.90327  -1.66896  -0.115
C  0.13955  -0.24276  -2.91915  -0.155
C  -0.27831  1.17123  -3.02943  -0.123
N  -0.03729  1.82455  -1.75809  -0.018
H  0.06973  5.97283  -3.68612  0.113
H  -0.17691  3.47331  -3.85643  0.106
H  0.69816  5.56682  0.67414  0.132
H  0.47766  7.03532  -1.42850  0.122
H  0.07597  -1.93216  -1.58767  0.142
H  -1.42920  -0.99179  -1.64243  0.135
H  1.21943  -0.25166  -2.92552  0.135
H  -0.17041  -0.79943  -3.78841  0.133
H  0.35378  1.68187  -3.76939  0.133
H  -1.34025  1.28189  -3.29409  0.157

Force components x, y, z for each atom (eV/Å):
C 0.0 0.5 0.2
C -0.7 1.1 -0.2
C 1.4 0.4 -0.2
N -1.0 -0.7 -0.4
C 0.9 3.2 1.6
C 0.2 -0.4 0.9
C 0.7 -0.8 -1.4
C 0.4 0.5 0.7
C 0.0 -0.2 0.0
C -0.5 -1.0 -0.1
C -0.1 0.0 -0.1
C -0.7 -1.2 0.8
H -0.3 -0.3 0.0
H 0.2 0.4 0.1
H 0.5 -0.1 0.5
H 0.1 -0.5 -0.7
H 0.0 -0.5 0.5
H -0.1 -0.1 0.0
H 0.4 -2.6 -0.3
H 1.6 1.1 0.0
H 0.2 0.7 0.3
H -0.2 0.6 -0.4
H -0.2 -0.1 -0.4
H -0.1 -0.7 -0.1
H -0.7 -0.1 -0.7
H -0.6 0.6 0.5
C 0.1 -0.5 1.2
C 0.1 0.8 0.3
C 0.3 0.3 -0.1
C 0.0 0.8 0.0
C 0.0 0.1 -0.1
C 0.0 -0.3 0.4
S 0.0 0.3 -0.3
C -0.5 0.4 -1.5
N -2.1 0.6 0.4
C 0.1 -0.7 0.4
C 0.7 -0.8 -0.6
C -0.4 0.3 -0.3
N 0.4 -0.3 0.2
H 0.0 0.0 0.2
H -0.1 0.5 0.0
H -0.2 -0.5 -1.4
H 0.0 -1.1 0.0
H -0.2 0.6 0.0
H 0.4 0.2 0.3
H 0.5 -0.2 0.0
H -0.2 -0.2 -0.3
H -0.4 -0.3 0.1
H 0.3 0.1 0.0

As for the total charge: +1. As for the HOMO-LUMO gap: 8.890 eV.


(2)
C21H28Cl2N6O4 | wB97M-V/def2-TZVPD

Each line ends with the Löwdin charge.
Element x y z (Å)
C  3.96828  3.07562  2.46376  -0.082
C  3.74578  1.77293  3.22543  -0.262
N  2.81891  0.89386  2.53500  -0.207
C  2.14580  -0.05157  3.40685  -0.260
C  3.05039  -1.06004  4.12344  -0.078
C  3.34107  0.31008  1.30743  -0.168
C  2.71725  1.00657  0.08245  -0.156
N  1.28901  1.14300  0.25354  0.082
C  0.47575  0.10771  -0.03081  -0.360
N  0.76754  -0.85337  -0.90346  0.195
C  -0.35571  -1.59011  -0.99857  -0.237
C  -1.34769  -1.10705  -0.15585  -0.085
C  -2.65038  -1.66321  -0.12213  -0.424
O  -3.62308  -1.29678  0.52121  0.043
N  -2.73192  -2.75330  -0.99024  0.219
C  -1.78857  -3.26009  -1.86368  -0.484
O  -2.04462  -4.18339  -2.60282  0.071
N  -0.55613  -2.64703  -1.83148  0.019
C  0.48971  -3.06809  -2.73639  -0.002
N  -0.78222  -0.00373  0.47506  0.062
C  -1.43480  0.82152  1.45370  -0.056
C  -2.02636  2.12769  0.86859  -0.312
O  -1.02389  3.02725  0.48296  -0.011
C  -2.98811  1.81550  -0.29212  -0.107
O  -2.18865  1.54872  -1.43353  -0.079
C  -2.59656  0.65425  -2.36718  -0.294
C  -3.85736  0.07498  -2.44576  -0.009
C  -4.14214  -0.87002  -3.41698  -0.096
C  -3.17208  -1.23732  -4.33311  -0.687
Cl  -3.51476  -2.42783  -5.52684  0.696
C  -1.91740  -0.64499  -4.30171  -0.127
C  -1.64184  0.29549  -3.32973  -0.571
Cl  -0.09458  1.05288  -3.28395  0.773
H  3.01431  3.53411  2.21695  0.076
H  4.52501  2.90460  1.54655  0.062
H  4.53716  3.76587  3.08186  0.072
H  3.30783  2.00830  4.19867  0.118
H  4.72144  1.28895  3.40061  0.116
H  1.41394  -0.59546  2.80140  0.107
H  1.59441  0.52746  4.15521  0.113
H  3.73268  -0.55288  4.80083  0.066
H  3.63510  -1.63066  3.40534  0.070
H  2.44297  -1.75190  4.70091  0.072
H  4.43347  0.38370  1.25523  0.123
H  3.07259  -0.74814  1.25740  0.116
H  3.12528  2.00918  -0.04835  0.108
H  2.89350  0.41649  -0.81673  0.114
H  1.03411  1.69811  1.06128  0.121
H  -3.63390  -3.21298  -1.03724  0.170
H  0.03899  -3.70202  -3.49740  0.093
H  1.25309  -3.62900  -2.19566  0.098
H  0.94637  -2.18579  -3.18126  0.084
H  -2.24759  0.23392  1.88582  0.134
H  -0.71990  1.08555  2.24032  0.129
H  -2.58799  2.61783  1.67198  0.155
H  -0.71553  2.76769  -0.39696  0.087
H  -3.62664  2.68286  -0.49792  0.143
H  -3.60661  0.95847  -0.01533  0.109
H  -4.62864  0.34703  -1.74396  0.119
H  -5.12146  -1.31875  -3.45764  0.112
H  -1.16464  -0.91266  -5.02501  0.109

Force components x, y, z for each atom (eV/Å):
C 0.1 -0.2 0.2
C 0.0 0.2 -0.1
N 0.1 0.0 0.1
C 0.0 -0.2 0.2
C -0.2 0.2 -0.2
C -0.2 0.2 -0.3
C 0.3 -0.2 0.1
N 0.0 0.3 0.1
C -0.6 -0.2 -0.1
N 0.4 -0.3 -0.2
C -0.6 0.7 1.0
C 0.4 -0.5 -0.4
C 0.4 0.0 -0.1
O -0.3 0.0 0.2
N -0.4 -0.1 0.1
C 0.0 0.0 0.0
O -0.1 -0.3 -0.2
N 0.1 0.1 0.0
C 0.2 -0.2 -0.2
N 0.5 -0.2 -0.1
C -0.3 0.7 0.2
C -0.3 -0.7 0.0
O 0.2 0.2 -0.2
C -0.2 0.3 0.5
O 0.0 0.0 -0.2
C 0.1 -0.1 -0.3
C 0.1 0.3 0.1
C 0.1 0.0 -0.2
C 0.0 0.2 0.3
Cl -0.1 -0.2 -0.2
C -0.2 0.0 0.1
C -0.2 0.1 0.1
Cl 0.2 0.1 -0.2
H -0.1 0.1 0.0
H 0.1 0.0 -0.1
H 0.1 0.1 0.0
H 0.1 0.0 0.0
H -0.1 0.0 0.1
H -0.1 0.0 0.1
H -0.1 -0.1 -0.1
H 0.1 0.0 0.1
H 0.1 -0.1 0.0
H 0.0 -0.1 0.1
H 0.0 -0.1 0.0
H 0.1 0.0 0.0
H 0.0 -0.1 0.0
H 0.1 0.1 0.0
H 0.0 -0.1 -0.1
H 0.2 0.1 0.0
H 0.1 0.1 0.1
H 0.0 0.0 -0.1
H 0.0 0.0 0.0
H 0.1 0.0 0.0
H -0.1 0.0 0.0
H 0.0 -0.1 -0.1
H 0.0 0.0 0.0
H 0.1 -0.1 0.0
H 0.0 0.0 -0.1
H 0.0 0.0 0.1
H -0.1 -0.1 0.0
H 0.1 0.0 -0.1

The structure (SMILES) is CCN(CC)CCNc1nc2c(c(=O)[nH]c(=O)n2C)n1C[C@@H](O)COc1ccc(Cl)cc1Cl. As for the HOMO-LUMO gap: 8.301 eV.


(3)
C16H48CuO8S8 | wB97M-V/def2-TZVPD

Each line ends with the Löwdin charge.
Element x y z (Å)
Cu  12.33468  -11.50507  4.34804  0.688
C  12.01681  -15.38787  2.04677  -0.216
S  10.98078  -14.74681  3.37434  0.863
O  11.34774  -13.32049  3.56578  -0.566
C  9.43676  -14.70233  2.47550  -0.228
H  11.74039  -14.84440  1.14423  0.062
H  11.89825  -16.46643  1.98665  0.069
H  13.04640  -15.12658  2.28022  0.010
H  8.79335  -14.07812  3.09820  0.044
H  9.00348  -15.69716  2.39111  0.070
H  9.55078  -14.21326  1.50935  0.058
C  14.05688  -14.91835  5.60369  -0.223
S  14.57170  -13.36169  6.33290  0.909
O  13.62221  -12.34811  5.82547  -0.578
C  14.06393  -13.78528  8.00828  -0.224
H  14.28720  -14.86227  4.54396  0.026
H  12.97598  -14.99666  5.74134  0.048
H  14.52703  -15.75468  6.11509  0.068
H  14.56253  -14.72575  8.24078  0.064
H  12.98140  -13.88084  8.04244  0.042
H  14.42787  -13.02317  8.69323  0.058
C  10.63173  -10.76153  0.45194  -0.218
S  11.44960  -9.73472  1.65236  0.885
O  12.33980  -10.66439  2.40970  -0.560
C  12.48511  -8.86156  0.49544  -0.222
H  9.94262  -11.46873  0.91023  0.045
H  11.42109  -11.36483  -0.00227  0.066
H  10.10240  -10.15206  -0.27857  0.076
H  11.86038  -8.06314  0.08979  0.070
H  12.80177  -9.47894  -0.34456  0.067
H  13.33723  -8.46851  1.04285  0.040
C  16.60318  -13.05054  2.99085  -0.219
S  14.98991  -13.17083  2.21298  0.873
O  13.99476  -12.76709  3.23895  -0.584
C  15.19007  -11.75850  1.13537  -0.229
H  17.39190  -13.22698  2.26058  0.070
H  16.65827  -13.74672  3.82264  0.051
H  16.70558  -12.02412  3.34410  0.044
H  14.31763  -11.69979  0.49027  0.046
H  16.08523  -11.84207  0.52009  0.072
H  15.24126  -10.87955  1.77690  0.035
C  9.96341  -14.97009  7.21241  -0.257
S  10.06794  -13.19532  7.26148  0.836
O  11.00145  -12.74030  6.20903  -0.564
C  8.39391  -12.88944  6.67134  -0.232
H  9.24932  -15.27002  7.98505  0.066
H  10.92926  -15.38601  7.49544  0.047
H  9.62137  -15.38981  6.26612  0.056
H  8.14228  -11.86338  6.92417  0.042
H  7.71424  -13.60197  7.13214  0.062
H  8.40989  -13.01993  5.58866  0.046
C  16.39243  -8.82707  4.13526  -0.218
S  14.63498  -8.88868  3.77244  0.855
O  14.11783  -10.08955  4.48237  -0.562
C  14.14689  -7.46503  4.75393  -0.227
H  16.58518  -8.44935  5.13761  0.069
H  16.84731  -8.12063  3.43661  0.068
H  16.79032  -9.82384  3.98251  0.039
H  14.10457  -7.79248  5.79343  0.036
H  13.13824  -7.20507  4.43936  0.050
H  14.86316  -6.65429  4.65172  0.068
C  7.64547  -10.56101  3.30209  -0.224
S  8.91122  -10.05031  4.45596  0.852
O  10.12298  -10.85847  4.16433  -0.583
C  9.13759  -8.42626  3.76237  -0.271
H  8.12238  -10.71627  2.33425  0.051
H  6.98276  -9.69888  3.19630  0.067
H  7.08580  -11.41618  3.66214  0.055
H  8.51134  -7.69891  4.28022  0.068
H  8.88515  -8.39079  2.70108  0.049
H  10.18052  -8.12946  3.86750  0.042
C  10.54212  -8.35308  7.56338  -0.239
S  12.09962  -9.16820  7.27049  0.874
O  11.90013  -9.98581  6.04812  -0.571
C  12.02422  -10.31539  8.64238  -0.223
H  10.61656  -7.62727  8.37669  0.070
H  9.75462  -9.07018  7.79117  0.059
H  10.28819  -7.77586  6.67442  0.047
H  11.02068  -10.74415  8.69319  0.041
H  12.30154  -9.81662  9.56700  0.069
H  12.65735  -11.16402  8.38512  0.038

Force components x, y, z for each atom (eV/Å):
Cu 0.7 -0.2 0.1
C 0.0 0.5 0.1
S 0.2 -0.3 0.2
O 0.1 0.6 -0.4
C -0.3 0.3 0.3
H 0.0 -0.3 -0.2
H -0.1 0.0 -0.2
H 0.0 -0.1 0.2
H -0.1 -0.1 0.0
H 0.1 0.0 -0.1
H 0.1 -0.1 -0.1
C -0.4 0.0 0.1
S 0.2 -0.7 0.0
O -0.7 1.0 0.0
C 0.3 0.0 -0.1
H 0.1 -0.2 0.0
H 0.0 0.1 -0.1
H 0.3 0.0 -0.2
H -0.1 0.0 0.1
H 0.0 0.0 0.0
H -0.1 0.1 0.0
C 0.0 -0.6 -0.3
S -0.8 0.3 0.0
O 0.7 -0.7 0.6
C -0.1 0.1 -0.4
H 0.0 0.3 0.4
H -0.1 0.1 -0.2
H 0.1 0.0 -0.1
H 0.2 0.2 0.1
H 0.1 -0.2 0.2
H 0.0 0.1 0.0
C 0.1 0.5 -0.1
S 0.4 -0.1 -0.4
O 0.0 -0.2 0.1
C 0.0 0.2 -0.1
H -0.1 -0.3 0.0
H 0.0 -0.1 0.0
H 0.0 -0.1 0.2
H -0.1 0.0 0.0
H 0.0 -0.1 0.1
H 0.0 0.0 0.0
C -0.2 -0.6 0.4
S -0.3 0.1 0.3
O 0.1 -0.2 0.0
C 0.2 0.0 -0.1
H 0.1 0.1 0.0
H 0.1 0.0 -0.1
H 0.2 0.3 -0.2
H -0.1 0.0 0.0
H -0.1 0.1 0.1
H 0.0 0.0 0.0
C 0.0 0.6 -0.1
S 0.3 0.3 -0.2
O -0.1 -0.4 0.3
C -0.2 -0.3 0.2
H -0.1 -0.3 0.2
H 0.0 -0.1 -0.1
H 0.1 0.0 0.0
H 0.1 -0.1 0.0
H 0.1 0.3 0.0
H -0.1 0.1 -0.2
C -0.1 0.6 -0.2
S -0.2 -0.1 0.8
O 0.1 -0.2 -0.8
C 0.1 0.8 -0.5
H 0.0 -0.3 0.0
H -0.2 -0.2 0.1
H 0.1 -0.2 0.0
H -0.1 -0.2 0.1
H 0.1 -0.1 0.0
H 0.0 -0.2 0.2
C -0.4 0.5 0.2
S 0.4 0.0 0.3
O -0.4 0.0 -0.5
C -0.4 -0.5 -0.2
H 0.2 -0.2 0.1
H 0.0 -0.1 -0.1
H 0.1 -0.1 -0.1
H -0.1 0.3 0.1
H 0.1 -0.1 0.1
H 0.4 0.3 0.1

As for the total charge: +2. As for the HOMO-LUMO gap (alpha / beta): 9.618 / 7.252 eV. As for the spin multiplicity: 2.


(4)
C2H11NO4 | wB97M-V/def2-TZVPD

Each line ends with the Löwdin charge.
Element x y z (Å)
O  2.48778  0.60160  0.13745  -0.085
C  1.85782  0.30908  -1.05331  -0.320
C  0.41513  0.01249  -0.84827  -0.193
N  0.35030  -1.12018  0.07856  0.192
H  1.93970  1.15710  -1.85648  0.151
H  0.10903  -0.30131  -1.91636  0.181
H  2.44391  -0.60204  -1.58244  0.168
H  -0.49569  -1.03790  0.76104  0.071
H  0.39407  -1.99371  -0.39782  0.108
H  -0.16189  0.86809  -0.31286  0.161
H  -2.49031  -1.40004  1.55327  -0.028
O  -2.07454  -0.87648  0.91631  -0.198
H  1.04338  0.57811  2.71984  0.044
H  1.66466  0.74356  1.19507  -0.034
O  0.92123  1.02855  1.87678  -0.060
H  -2.32573  0.06234  -0.15884  -0.114
H  -3.43215  1.23117  -0.34707  0.078
O  -2.64670  0.73959  -0.76488  -0.123

Force components x, y, z for each atom (eV/Å):
O -0.8 -0.4 -3.0
C 6.9 1.4 -0.9
C -4.1 -2.5 2.2
N -1.7 2.7 -1.6
H -0.4 -1.1 1.5
H 0.0 0.7 1.6
H -1.7 1.4 1.2
H -0.5 0.0 0.4
H 0.3 -1.0 -0.3
H 1.1 -1.2 -1.4
H -1.0 -1.4 1.6
O 2.8 0.4 -1.1
H 0.1 -0.2 -0.2
H -0.3 0.5 1.0
O -0.2 -0.1 -0.2
H -0.6 -0.4 0.9
H 2.1 -1.4 -0.8
O -2.0 2.7 -1.0

As for the HOMO-LUMO gap: 4.684 eV.


Looking at energy above the lowest of the compared OMol25 structures with the same formula, charge and spin for the records above, in order, we have 0.8783, 0.1305, 0.7706, 9.3902 eV.